(1)
50
Properties=species:S:1:pos:R:3:forces:R:3 method="wB97M-V/def2-TZVPD" spin_multiplicity=1 orbital_gap_ha=0.3521 total_charge=0 homo_ev=-8.904 energy_ev=-97819.791 lumo_energy_ha=0.025
C -1.31306 5.03856 -0.20966 -0.064 -0.208 0.389
C -0.45469 4.51747 0.92103 0.892 0.221 0.260
C -0.04783 5.34512 1.98431 0.157 -0.848 0.606
C 0.75754 4.83183 3.01840 -0.195 -0.823 -0.771
Br 1.12531 5.97028 4.53880 -0.025 -0.609 -0.676
C 1.24219 3.49252 2.95226 -0.283 1.477 0.364
C 0.92075 2.71432 1.83690 0.320 -0.458 0.491
C 1.48151 1.28064 1.74918 -1.324 -0.114 -0.050
O 0.32193 0.38190 1.67211 0.953 -0.100 -0.574
C 0.64676 -1.01166 1.39886 0.901 0.839 1.051
C -0.59453 -1.90451 1.25452 -1.110 1.551 -1.004
N -1.84070 -1.12162 1.39173 -0.348 -0.658 -0.295
C -0.66426 -2.56983 -0.16310 0.539 0.036 0.057
C 0.69955 -3.12152 -0.60505 0.440 -0.734 0.022
C 1.37556 -2.70068 -1.76997 0.205 -0.806 0.460
C 2.56023 -3.32678 -2.19407 -1.236 -0.017 0.851
C 3.04859 -4.40145 -1.47716 1.113 -0.205 0.166
C 2.45005 -4.81726 -0.28440 -0.580 0.719 -0.153
C 1.28595 -4.16900 0.16566 0.671 0.181 -1.319
C -1.30617 -1.68900 -1.22112 -0.424 -0.126 -0.677
C -2.37311 -2.17918 -2.00465 -0.244 1.822 -0.191
C -3.03102 -1.31659 -2.92142 0.711 -0.960 -0.703
C -2.57619 -0.03573 -3.23737 0.427 -0.439 1.595
C -1.50109 0.44395 -2.47092 -0.011 -0.778 0.037
C -0.89118 -0.38554 -1.48443 0.141 1.822 -0.831
C 0.07751 3.22977 0.85114 0.354 0.643 0.893
H -2.16479 4.36840 -0.37388 0.175 0.100 -0.081
H -1.70969 6.02472 0.02147 0.032 0.062 -0.037
H -0.72318 5.09802 -1.12539 -0.104 0.013 -0.040
H -0.38302 6.36562 2.04903 -0.144 0.191 -0.033
H 1.86627 3.13302 3.78082 -0.302 -0.023 -0.506
H 2.12529 1.17005 0.85646 -0.264 -0.091 0.266
H 2.07103 1.06699 2.65699 -0.124 -0.041 -0.330
H 1.24141 -1.35761 2.24492 0.099 -0.153 0.234
H 1.31745 -1.12580 0.55186 -0.002 0.409 -0.396
H -0.58891 -2.67181 2.03434 0.067 0.015 -0.237
H -2.09882 -0.63640 0.51659 0.428 -0.287 1.056
H -1.77797 -0.45667 2.14539 0.043 0.169 -0.003
H -1.33363 -3.41569 -0.04862 -0.092 -0.267 0.009
H 1.00180 -1.93133 -2.42119 -0.383 0.264 0.138
H 3.00973 -2.97575 -3.10015 0.363 -0.005 -0.287
H 3.98960 -4.86649 -1.80442 -0.537 0.044 0.134
H 2.88761 -5.63333 0.28882 -0.154 0.188 -0.113
H 0.85727 -4.53823 1.08029 -0.422 0.143 0.204
H -2.76481 -3.17045 -1.86852 0.032 -0.301 0.118
H -3.80089 -1.71236 -3.58699 -0.063 -0.109 0.545
H -3.11966 0.54578 -3.97060 0.275 0.122 -0.016
H -1.10400 1.44429 -2.66103 -0.075 -0.308 0.206
H -0.06846 0.12958 -0.95251 -0.482 -0.790 -0.034
H -0.12925 2.64941 -0.00526 -0.349 -0.774 -0.793


(2)
107
Properties=species:S:1:pos:R:3:forces:R:3 method="wB97M-V/def2-TZVPD" spin_multiplicity=1 orbital_gap_ha=0.2368 total_charge=-1 homo_ev=-4.899 energy_ev=-67190.307 lumo_energy_ha=0.057
C 21.73446 10.67267 15.88423 -1.041 1.054 -0.061
C 21.09543 12.12790 15.87705 -0.056 -1.789 1.855
C 22.15843 13.14827 16.36215 -3.034 -1.207 -2.348
C 23.05454 13.50167 15.17601 -5.298 -2.945 -3.644
C 22.25598 13.96757 13.97746 -2.466 -2.295 1.526
C 21.20151 12.95812 13.43118 2.789 -0.947 1.011
N 20.42384 12.50852 14.60097 2.042 -1.470 -0.016
O 19.21607 11.78059 14.29826 4.541 0.709 2.018
C 21.99296 11.73296 12.78276 0.245 0.482 5.571
C 20.41198 13.68893 12.39420 -0.645 -0.519 1.468
C 20.07078 12.13790 17.08938 -1.212 0.524 -2.232
H 21.86900 10.33714 16.91253 0.186 0.057 -1.352
H 22.72992 10.54878 15.45783 -3.211 1.583 -0.005
H 21.15395 9.87649 15.41817 -0.228 0.982 0.785
H 22.79809 12.75256 17.15104 -2.647 0.415 -0.975
H 21.67031 14.02003 16.79789 0.214 -0.468 -0.752
H 23.59438 12.59766 14.89420 -0.635 0.468 1.006
H 23.84688 14.21786 15.39366 -0.844 -1.694 0.005
H 22.93639 14.27837 13.18465 -0.927 -0.401 0.303
H 21.63376 14.77561 14.36218 0.598 -1.220 -0.665
H 22.84307 12.14707 12.24062 -0.269 -0.533 1.974
H 21.33511 11.22117 12.08034 1.773 1.728 1.641
H 22.41517 11.11978 13.57890 -1.465 0.030 -0.231
H 19.68466 13.10732 11.82776 3.233 -1.140 2.025
H 21.00690 14.20847 11.64305 0.391 -1.087 0.315
H 19.81497 14.48912 12.83164 0.689 -1.249 1.163
H 20.59212 12.23870 18.04130 -1.091 0.714 -1.907
H 19.47391 11.22586 17.09356 0.410 0.739 -0.184
H 19.32807 12.91494 16.90860 0.211 0.321 0.176
O 24.25730 11.09417 13.67486 2.788 -0.562 -0.186
H 25.20059 11.22139 13.77611 0.560 -0.402 0.209
H 23.94837 10.87876 14.55485 0.111 -0.751 0.647
O 18.14023 11.89915 12.15738 -1.268 -6.364 0.132
H 18.62982 11.97016 12.97682 -0.212 -0.612 -0.117
H 18.30377 12.72806 11.70751 -1.262 -1.500 0.093
O 20.21583 9.96766 13.35719 -3.315 0.522 -2.682
H 20.28586 10.81728 13.79249 -0.594 1.391 -0.209
H 19.28087 9.86551 13.17929 -0.445 0.150 -0.296
O 21.75104 15.85724 12.48445 4.023 1.744 -0.243
H 22.05712 15.28394 13.18720 0.107 1.067 -0.416
H 21.98000 16.73928 12.77741 -0.384 0.320 -0.115
O 24.20107 10.24349 15.79137 6.179 2.200 1.635
H 24.14587 11.05705 16.29267 0.988 0.212 0.548
H 25.12158 9.98759 15.84980 0.369 -0.617 -0.009
O 21.88026 13.15692 18.89650 -1.669 4.161 3.102
H 21.38572 13.96370 18.75241 0.199 0.882 -0.046
H 21.49435 12.77656 19.68558 -0.230 0.083 0.647
O 22.98543 8.57167 15.33828 7.323 -3.710 7.901
H 22.30387 8.72953 14.68497 4.203 -0.492 3.693
H 23.39936 9.42548 15.46436 -0.918 -3.948 0.017
O 19.35826 14.40958 15.23706 1.345 5.443 3.128
H 18.49464 14.13027 14.93313 -0.571 0.664 1.720
H 19.89540 13.61849 15.19360 0.183 -0.133 -0.124
O 17.81284 13.34948 14.13507 -5.710 1.765 -1.726
H 18.73186 13.08387 14.10192 -0.445 -0.966 -0.590
H 17.78110 14.16664 13.63761 -0.900 0.185 -0.414
O 18.43711 13.79046 11.32289 -3.616 6.578 -5.613
H 19.20790 13.91866 10.77000 -0.453 0.849 -0.841
H 18.45203 14.52984 11.93062 -0.017 0.702 -0.575
O 22.72542 15.95551 15.69567 3.915 1.425 -0.253
H 23.23853 16.64700 15.27759 0.758 -0.155 -0.118
H 23.17186 15.14465 15.45191 0.115 0.695 0.502
O 18.78298 9.85033 15.32798 0.239 -4.291 -0.018
H 18.01431 9.92054 14.76189 -0.283 0.097 -0.108
H 19.43124 10.42804 14.92520 -0.699 0.820 0.488
O 24.41280 13.37185 13.38593 3.735 -2.304 -5.263
H 24.14979 12.46159 13.24999 -0.606 -0.507 0.007
H 25.25631 13.44712 12.93973 0.306 0.415 -0.400
O 17.50636 10.59394 17.02889 -2.727 0.783 3.077
H 18.20349 10.30496 16.44005 0.409 -0.349 -0.533
H 16.97922 11.19342 16.50071 -0.079 0.309 0.037
O 24.42052 11.94504 17.28636 5.078 -8.396 2.991
H 23.51132 11.66679 17.39672 -2.361 -1.342 2.092
H 24.86447 11.63264 18.07474 -0.085 -0.600 0.350
O 21.09694 10.09388 11.18040 -0.153 -2.425 -4.038
H 20.76624 10.16280 12.07601 -0.945 -1.644 0.270
H 20.35488 10.34539 10.63055 -0.327 0.026 -0.348
O 20.79614 16.47295 14.93505 -2.875 2.588 -1.460
H 21.04049 15.55452 15.04912 -1.462 1.120 0.843
H 21.55985 16.96391 15.23827 -1.354 0.005 -0.267
O 23.80200 10.70541 11.47982 0.917 -1.014 -3.204
H 24.26519 9.86850 11.44402 -0.006 -0.258 -0.200
H 23.95380 11.02588 12.36891 -0.078 -0.915 -0.413
O 22.71223 11.24665 18.43159 5.128 -2.647 0.592
H 21.81503 10.91337 18.41763 1.310 1.083 0.452
H 22.62482 12.15974 18.70518 0.930 -0.472 0.088
O 21.66732 8.64583 14.01039 -8.725 -4.318 -11.748
H 21.64542 8.17463 13.17749 0.367 -0.146 -0.201
H 20.90590 9.22501 13.97856 -0.838 -0.557 -0.047
O 21.52794 16.08853 17.57313 -1.930 0.181 4.013
H 22.18345 16.21688 16.88751 0.396 -0.221 0.129
H 21.16466 15.22037 17.39833 -0.619 0.750 -0.305
O 24.35511 13.79472 16.77758 4.445 9.646 2.314
H 24.70820 12.92410 16.96082 1.553 2.909 -0.673
H 23.46248 13.63236 16.47252 2.759 1.056 2.856
O 24.62975 15.07423 14.56686 4.467 6.898 0.012
H 24.26337 14.27597 14.18636 1.012 0.382 -1.134
H 25.54951 14.86329 14.72744 0.140 0.256 0.283
O 21.95733 12.60942 10.88317 -0.125 2.491 -5.714
H 22.36785 11.74503 10.85979 0.125 -0.185 -1.005
H 21.70975 12.73281 11.79953 -0.123 0.933 -2.692
O 19.77601 16.00915 11.70505 -4.527 2.059 -2.325
H 20.50415 15.41680 11.89253 -0.057 1.578 -0.154
H 19.50790 16.33885 12.56276 0.299 0.444 0.362
O 20.74665 10.54800 18.62626 -5.172 -5.200 3.333
H 20.83071 9.79366 18.04305 -0.377 -0.911 -0.206
H 19.81805 10.57030 18.85744 -0.490 0.198 -0.004


(3)
15
Properties=species:S:1:pos:R:3:forces:R:3 method="wB97M-V/def2-TZVPD" spin_multiplicity=1 orbital_gap_ha=0.3344 total_charge=0 homo_ev=-8.531 energy_ev=-9764.466 lumo_energy_ha=0.021
C 2.50059 0.48306 0.11051 2.701 3.442 0.609
N 2.19857 -0.86484 -0.11767 -4.319 -4.035 -0.533
N 1.02992 -1.41589 -0.24185 2.342 3.120 0.400
C -0.19022 -0.61109 -0.19888 2.519 0.776 -1.201
C -0.59866 0.78421 -0.40171 -1.863 -4.323 1.690
C -1.93935 0.66545 -0.09024 -0.591 9.059 0.058
N -2.40625 -0.52044 0.02117 -3.534 -2.988 1.256
C -1.29131 -1.32756 -0.02622 -2.687 -1.810 0.637
H 3.63696 0.33069 0.01117 -1.357 1.339 0.386
H 2.33941 0.92212 1.19763 -0.149 -1.216 -2.029
H 2.24454 1.33809 -0.64351 -0.126 -1.806 1.073
H -0.01032 1.60192 -0.35239 1.456 2.511 -0.122
H -2.58429 1.62068 0.27056 1.295 -2.440 -1.460
H -3.50313 -0.67730 0.23202 4.084 -0.090 -0.632
H -1.42647 -2.32911 0.22942 0.230 -1.539 -0.131